Below is a molecular structure, C23H40Cl3N4O3RuSi, with properties calculated with ωB97M-V with the def2-TZVPD basis set.

Values from the calculation:
ΔE to the lowest compared entry with this formula, charge and spin, kJ/mol: 0.0
2S+1: 6
Highest occupied orbital energy (alpha / beta), eV: -7.17 / -7.38
Total energy, Eh: -3110.0595
HOMO-LUMO gap (alpha / beta), eV: 7.5 / 6.0

Geometry (Å):
C (-3.4430, -3.7500, -0.5095)
C (-2.0153, -3.5951, -0.8958)
H (-4.0247, -4.2345, -1.2990)
H (-3.8865, -2.7786, -0.2943)
H (-3.5239, -4.3632, 0.4020)
C (-1.4313, -4.3281, -1.8546)
C (-2.1461, -5.3297, -2.6996)
H (-0.3548, -4.3199, -1.9968)
H (-3.0811, -4.9371, -3.1192)
H (-2.3976, -6.2370, -2.1275)
H (-1.5097, -5.6307, -3.5418)
Ru (-0.2924, -0.6387, 2.0714)
Cl (1.0909, -0.6789, 3.8746)
Cl (-2.6800, 1.3689, -0.7161)
C (2.6468, -0.1196, 1.0231)
O (1.4859, -0.2056, 0.5431)
N (3.7762, -0.1743, 0.2772)
C (3.8425, 0.2176, -1.1315)
C (4.9871, -0.6535, 0.9323)
H (2.8045, 0.0177, 2.1078)
H (3.0567, 0.9495, -1.3574)
H (3.7533, -0.6505, -1.8067)
H (4.8238, 0.6782, -1.3248)
H (4.7607, -0.7488, 1.9994)
H (5.8206, 0.0496, 0.7948)
H (5.3021, -1.6347, 0.5442)
H (-2.3124, -1.7030, -3.1954)
H (-0.1248, -2.5204, -4.4342)
C (-1.9687, -0.7095, -3.5255)
C (0.1415, -1.4597, -4.5498)
N (-0.5123, -0.6605, -3.5168)
H (-2.3650, 0.0446, -2.8421)
C (0.1998, 0.2755, -2.8072)
O (-0.2865, 1.1311, -2.0574)
H (1.2269, -1.3608, -4.4525)
H (1.3015, 0.1888, -2.9314)
H (-2.3379, -0.5430, -4.5482)
H (-0.1716, -1.1286, -5.5511)
O (-1.7101, -1.3697, -0.0237)
C (-1.2265, -2.6513, 0.0488)
C (0.9143, -2.4595, -1.2464)
C (0.3063, -2.8353, -0.0545)
H (0.2822, -1.9557, -1.9776)
C (2.2359, -2.8123, -1.5366)
H (-1.4933, -3.0793, 1.0419)
C (1.0886, -3.4490, 0.9276)
H (2.6649, -2.5223, -2.4997)
C (2.9796, -3.5247, -0.5957)
C (2.4226, -3.7977, 0.6517)
H (0.6316, -3.6832, 1.8979)
H (3.9987, -3.8356, -0.8272)
H (3.0211, -4.2915, 1.4248)
Si (-4.5299, 1.1028, 0.1021)
Cl (-1.7815, -1.7815, 3.1459)
C (-5.7237, 1.7120, -1.2410)
C (-4.5732, 2.3096, 1.5638)
C (-5.0559, -0.5996, 0.5993)
H (-5.4641, 1.3116, -2.2297)
H (-5.7014, 2.8078, -1.2947)
H (-6.7419, 1.3952, -0.9781)
H (-4.8508, -1.3576, -0.1641)
H (-6.1508, -0.5499, 0.7197)
H (-4.6167, -0.9095, 1.5564)
H (-3.6468, 2.2688, 2.1521)
H (-5.4190, 2.0973, 2.2331)
H (-4.6912, 3.3389, 1.1964)
N (0.0337, 1.9151, 0.6738)
C (0.5502, 3.1329, 0.8685)
C (0.6002, 3.3517, 2.2392)
C (0.0603, 2.2278, 2.8493)
N (-0.2801, 1.3298, 1.8701)
H (-0.1130, 1.4816, -0.2474)
H (0.8351, 3.7413, 0.0287)
H (0.9726, 4.2138, 2.7425)
H (-0.0837, 1.9722, 3.8796)

Below is a molecular structure, C23H40Cl3N4O3SiTm, with properties calculated with ωB97M-V with the def2-TZVPD basis set.

Values from the calculation:
ΔE to the lowest compared entry with this formula, charge and spin, kJ/mol: 0.0
2S+1: 3
Highest occupied orbital energy (alpha / beta), eV: -8.19 / -8.19
Total energy, Eh: -4100.7502
HOMO-LUMO gap (alpha / beta), eV: 8.5 / 8.5

Geometry (Å):
C (1.4955, -0.6580, -2.9321)
C (1.1004, 0.7885, -2.8975)
H (1.2145, -1.1305, -3.8822)
H (1.0301, -1.2197, -2.1037)
H (2.5869, -0.7677, -2.8151)
C (0.5882, 1.4700, -3.9346)
C (0.3903, 0.9407, -5.3118)
H (0.2781, 2.5030, -3.7805)
H (0.6169, -0.1275, -5.4079)
H (1.0172, 1.4777, -6.0364)
H (-0.6504, 1.1000, -5.6260)
Tm (0.0411, -0.0688, 1.1088)
Cl (2.5165, 0.4676, 1.3917)
Cl (0.1049, -2.5399, 0.4192)
C (0.4172, 3.0078, 1.9320)
O (-0.3882, 2.0409, 2.0345)
N (0.1224, 4.2572, 2.2338)
C (-1.2095, 4.6467, 2.6975)
C (1.1188, 5.3227, 2.1934)
H (1.4503, 2.8319, 1.5686)
H (-1.8421, 3.7600, 2.7792)
H (-1.6530, 5.3579, 1.9879)
H (-1.1136, 5.1377, 3.6734)
H (2.0630, 4.9031, 1.8224)
H (1.2691, 5.7266, 3.2046)
H (0.7944, 6.1227, 1.5154)
H (-1.4990, -0.8725, -2.4966)
H (-2.4012, 1.4787, -3.0279)
C (-2.3290, -1.0136, -1.7897)
C (-3.2465, 1.2092, -2.3725)
N (-2.8042, 0.2919, -1.3330)
H (-1.9837, -1.6217, -0.9487)
C (-2.7521, 0.6828, -0.0589)
O (-2.2048, 0.0048, 0.8469)
H (-3.6416, 2.1121, -1.8887)
H (-3.2151, 1.6642, 0.1515)
H (-3.1466, -1.5212, -2.3186)
H (-4.0327, 0.7298, -2.9718)
O (0.1651, 0.8739, -0.7692)
C (1.1611, 1.4336, -1.5241)
C (-0.1129, 3.6535, -1.3232)
C (1.0933, 2.9691, -1.4725)
H (-1.0360, 3.0803, -1.2182)
C (-0.1178, 5.0506, -1.2935)
H (2.1345, 1.1381, -1.0969)
C (2.2941, 3.6757, -1.5377)
H (-1.0623, 5.5808, -1.1654)
C (1.0787, 5.7556, -1.4360)
C (2.2895, 5.0703, -1.5469)
H (3.2230, 3.1052, -1.5921)
H (1.0722, 6.8430, -1.4421)
H (3.2336, 5.6070, -1.6373)
Si (0.3929, -7.2304, 0.2314)
Cl (0.6344, -7.1412, -1.8352)
C (-1.4343, -6.9727, 0.5356)
C (1.4764, -5.8711, 0.9041)
C (0.9541, -8.9275, 0.8020)
H (-1.7523, -6.0083, 0.1178)
H (-1.6586, -6.9742, 1.6099)
H (-2.0219, -7.7696, 0.0598)
H (0.3520, -9.7205, 0.3390)
H (0.8591, -9.0242, 1.8919)
H (2.0053, -9.1031, 0.5379)
H (1.1618, -4.8938, 0.5081)
H (2.5249, -6.0446, 0.6239)
H (1.4122, -5.8197, 1.9988)
N (-0.3097, -1.9965, 3.8966)
C (-0.1719, -2.0959, 5.2329)
C (0.1161, -0.8238, 5.7160)
C (0.1453, 0.0120, 4.5789)
N (-0.1274, -0.7090, 3.4611)
H (-0.4552, -2.7319, 3.2075)
H (-0.2767, -3.0332, 5.7555)
H (0.2962, -0.5186, 6.7293)
H (0.3594, 1.0661, 4.5258)

Below is a molecular structure, C23H40ClIN7O5P, with properties calculated with ωB97M-V with the def2-TZVPD basis set.

Values from the calculation:
ΔE to the lowest compared entry with this formula, charge and spin, kJ/mol: 0.0
2S+1: 1
Highest occupied orbital energy, eV: -9.24
Total energy, Eh: -2759.1556
HOMO-LUMO gap, eV: 9.1

Geometry (Å):
C (0.0575, 2.3107, 0.0140)
C (1.2278, 2.0708, -0.9113)
O (1.3695, 0.6327, -1.1887)
P (1.9456, 0.2991, -2.6386)
O (3.0109, 1.2284, -3.0619)
C (2.5157, -1.4085, -2.6438)
C (2.7780, -2.1253, -1.3170)
C (1.5732, -2.7988, -0.7027)
O (0.6311, -1.9339, -0.0428)
C (0.9549, -1.5763, 1.2071)
O (2.0456, -1.6992, 1.6846)
N (-0.1870, -1.1380, 1.8803)
I (0.2980, -0.2370, 3.6688)
C (-1.1307, -0.2982, 1.0956)
C (-2.5479, -0.8314, 1.2385)
C (-3.6050, 0.1086, 0.6903)
Cl (-3.5014, 1.7290, 1.4476)
O (0.7080, 0.3340, -3.6531)
C (-0.6334, 0.1049, -3.2043)
C (-1.5710, 0.2840, -4.3799)
H (0.3129, 2.1520, 1.0613)
H (-0.2347, 3.3565, -0.0945)
H (-0.8074, 1.7104, -0.2676)
H (2.1693, 2.3902, -0.4751)
H (1.0768, 2.5989, -1.8496)
H (1.8673, -2.0236, -3.2715)
H (3.4644, -1.2971, -3.1724)
H (3.4700, -2.9459, -1.5352)
H (3.3009, -1.4871, -0.6050)
H (0.9941, -3.2912, -1.4802)
H (1.8994, -3.5508, 0.0180)
H (-0.8303, -0.2990, 0.0498)
H (-1.0801, 0.7273, 1.4539)
H (-2.6096, -1.7599, 0.6624)
H (-2.7585, -1.0664, 2.2832)
H (-4.6022, -0.2772, 0.8833)
H (-3.4985, 0.2610, -0.3823)
H (-0.7266, -0.9105, -2.8048)
H (-0.8873, 0.8091, -2.4116)
H (-1.2129, -0.2803, -5.2387)
H (-2.5674, -0.0592, -4.0979)
H (-1.6520, 1.3371, -4.6490)
C (2.2249, -6.4482, -2.7741)
C (1.3954, -5.3311, -3.2096)
N (0.7358, -4.4511, -3.5383)
H (2.1706, -7.2579, -3.4983)
H (3.2603, -6.1263, -2.6799)
H (1.8826, -6.8134, -1.8111)
C (0.9362, -9.9586, 0.5210)
C (1.9866, -9.4272, -0.3383)
N (2.8131, -9.0091, -1.0143)
H (-0.0198, -9.9215, 0.0022)
H (1.1611, -10.9912, 0.7808)
H (0.8718, -9.3676, 1.4326)
C (-4.8456, 4.2028, 4.0748)
C (-5.6204, 5.1388, 3.2692)
N (-6.2312, 5.8750, 2.6372)
H (-4.5301, 3.3623, 3.4606)
H (-3.9665, 4.6943, 4.4860)
H (-5.4565, 3.8313, 4.8955)
C (4.1257, 4.4052, -3.1443)
C (5.0012, 5.2726, -2.3680)
N (5.6915, 5.9549, -1.7553)
H (4.3906, 3.3593, -3.0010)
H (3.0984, 4.5406, -2.8167)
H (4.2009, 4.6507, -4.2026)
C (2.0113, 6.6134, 1.1246)
C (1.8431, 5.7794, -0.0569)
N (1.7301, 5.1250, -0.9912)
H (1.6401, 6.0881, 2.0028)
H (3.0669, 6.8410, 1.2621)
H (1.4571, 7.5419, 1.0019)
C (-5.1002, 1.5798, 7.3127)
C (-3.8453, 2.1753, 6.8698)
N (-2.8530, 2.6383, 6.5307)
H (-5.7764, 1.4653, 6.4672)
H (-4.9089, 0.6008, 7.7480)
H (-5.5682, 2.2170, 8.0608)

> 2S+1 of number 3 (C23H40ClIN7O5P)?

1

> What is the formula in the first record?

C23H40Cl3N4O3RuSi

> What is the 2S+1 in the third record?

1